Record 1
This record from the Open Molecules 2025 dataset describes C32H43N7O12P3S3Ti as an isolated structure. The level of theory is ωB97M-V with the def2-TZVPD basis set.

Each line ends with the Löwdin charge.
Positions of all 101 atoms, in Å:
Ti1 0.7321 -0.0274 0.0530  1.1448
C1 0.1570 5.1200 3.2824  -0.0424
N1 -0.0655 4.8903 1.8671  -0.1318
C2 0.6068 5.5117 0.8272  -0.0620
C3 0.0313 5.1114 -0.3183  -0.0514
N2 -0.9984 4.2383 0.0167  0.0050
C4 -1.0703 4.1026 1.3886  -0.7438
S1 -2.1425 3.2290 2.3144  0.6759
C5 -2.0066 3.8386 -0.9090  -0.2758
C6 -2.5181 4.7808 -1.7875  0.0112
C7 -3.5078 4.3746 -2.6676  -0.0358
C8 -3.9592 3.0675 -2.6128  -0.0285
C9 -3.3868 2.2108 -1.6884  -0.0861
N3 -2.4075 2.5797 -0.8606  0.1182
H1 0.7489 6.0251 3.3991  0.0985
H2 0.6715 4.2752 3.7410  0.0778
H3 -0.8046 5.2378 3.7767  0.0768
H4 1.4226 6.1921 0.9977  0.1276
H5 0.2539 5.3582 -1.3408  0.1285
H6 -2.1769 5.8061 -1.7568  0.1190
H7 -3.9361 5.0802 -3.3666  0.1179
H8 -4.7447 2.7123 -3.2638  0.1176
H9 -3.7207 1.1847 -1.6048  0.1145
C10 -1.9338 -6.7872 -0.6478  -0.0366
C11 -0.9684 -5.7483 -0.1637  -0.2244
C12 -1.3409 -4.8091 0.8032  -0.0006
C13 -0.4474 -3.8518 1.2497  -0.0349
C14 0.8338 -3.8192 0.7144  -0.3159
C15 1.2357 -4.7485 -0.2352  -0.0660
C16 0.3298 -5.7002 -0.6690  -0.0214
S2 2.0479 -2.7387 1.3557  0.6874
O1 2.4658 -3.2010 2.6426  -0.2493
O2 3.0838 -2.5783 0.3429  -0.3416
N4 1.3256 -1.2287 1.5473  -0.1793
C17 1.3175 -0.6450 2.8534  -0.3736
C18 2.3889 -0.7126 3.7484  -0.0321
C19 2.2802 -0.0429 4.9534  -0.0413
C20 1.1386 0.6962 5.2333  -0.0507
C21 0.1397 0.7245 4.2790  -0.1159
N5 0.2234 0.0613 3.1241  0.0948
H10 -2.5909 -7.1145 0.1541  0.0875
H11 -1.4037 -7.6448 -1.0611  0.0811
H12 -2.5945 -6.3618 -1.4049  0.0863
H13 -2.3536 -4.8384 1.1826  0.1052
H14 -0.7432 -3.1342 2.0041  0.1125
H15 2.2515 -4.7574 -0.6047  0.1080
H16 0.6439 -6.4389 -1.3966  0.1178
H17 3.2624 -1.3010 3.5217  0.1059
H18 3.0879 -0.1015 5.6717  0.1194
H19 1.0206 1.2262 6.1677  0.1114
H20 -0.7683 1.2975 4.4279  0.0957
N6 0.0435 -1.6768 -3.7590  0.2029
C22 1.1902 -0.7139 -3.4926  -0.4607
C23 2.0808 -0.6228 -4.7213  -0.0524
P1 2.0033 -1.2454 -1.9561  0.3993
O3 2.8434 -2.5016 -2.3378  -0.0656
O4 2.6934 -0.1195 -1.2530  -0.2930
O5 0.7528 -1.5863 -1.0987  -0.3566
P2 0.2868 0.9012 -3.1055  0.3794
O6 1.2338 2.0516 -3.6595  -0.0929
O7 -0.9876 0.7649 -3.8431  -0.2583
O8 0.2986 1.0622 -1.5946  -0.3640
H21 0.3279 -2.4779 -4.3236  0.1771
H22 -0.7012 -1.1208 -4.2217  0.1434
H23 -0.3511 -2.0181 -2.8693  0.1419
H24 2.5145 -1.5952 -4.9612  0.0943
H25 2.8970 0.0720 -4.5312  0.0972
H26 1.5209 -0.2592 -5.5847  0.0997
H27 3.1999 -2.8861 -1.5009  0.0797
H28 0.9375 2.3856 -4.5172  0.1052
N7 -1.1309 0.5058 0.6888  -0.0019
C24 -2.0232 -0.5950 0.3733  -0.2828
C25 -2.6989 -1.2587 1.3910  -0.0112
C26 -3.5993 -2.2568 1.0645  -0.0334
C27 -3.7960 -2.6186 -0.2645  -0.2308
C28 -3.1249 -1.9449 -1.2729  -0.0325
C29 -2.2486 -0.9185 -0.9584  -0.0726
S3 -4.9232 -3.9619 -0.6722  0.4169
O9 -6.1716 -3.5473 -0.0772  -0.3175
O10 -4.2845 -5.0979 -0.0195  -0.3487
O11 -4.8839 -4.0051 -2.1221  -0.3505
H29 -1.0396 0.6182 1.7058  0.0430
H30 -1.5133 1.3807 0.2670  0.0515
H31 -2.5372 -0.9680 2.4227  0.1215
H32 -4.1643 -2.7673 1.8345  0.1339
H33 -3.3481 -2.2202 -2.2970  0.1110
H34 -1.7962 -0.3226 -1.7420  0.0729
C30 4.3468 0.7551 1.1956  -0.1251
P3 3.1006 2.0009 0.9284  0.6995
C31 3.1154 3.1075 2.3267  -0.1223
C32 3.4565 2.9097 -0.5624  -0.1280
O12 1.6680 1.4170 0.8380  -0.4129
H35 5.3292 1.2108 1.0601  0.0803
H36 4.2148 -0.0583 0.4834  0.0469
H37 4.2663 0.3726 2.2113  0.0535
H38 4.1222 3.4893 2.4991  0.0789
H39 2.7788 2.5551 3.2065  0.0616
H40 2.4355 3.9350 2.1334  0.0338
H41 4.3957 3.4542 -0.4603  0.0754
H42 2.6394 3.6097 -0.7418  0.0539
H43 3.5187 2.2045 -1.3902  0.0546

- E_HOMO: -9.8 eV
- Charge: +1
- Electronic energy: -152376.37722 eV
- Relative energy (zero: lowest compared OMol25 entry of this formula, charge and spin): 163.2 kJ/mol

***

Record 2
This record from the Open Molecules 2025 dataset describes a single C3H6O molecule in a non-equilibrium geometry. The level of theory is ωB97M-V with the def2-TZVPD basis set.

Each line ends with the natural charge from an NBO analysis.
Positions of all 10 atoms, in Å:
C1 -1.5269 -0.5148 0.0060  -0.3960
C2 -0.7786 0.5754 -0.0541  -0.2049
C3 0.7244 0.6184 0.0420  -0.0938
O1 1.2611 -0.6759 -0.0330  -0.7179
H1 -2.6089 -0.5061 0.0371  0.1986
H2 -1.0707 -1.4889 0.1182  0.2058
H3 -1.2668 1.5526 -0.1070  0.1984
H4 0.9596 1.1185 1.0221  0.1666
H5 1.1600 1.2959 -0.7250  0.1683
H6 2.2248 -0.6384 -0.0449  0.4748

- E_HOMO: -9.5 eV
- Electronic energy: -5254.64527 eV
- Structure (SMILES): C=CCO
- Relative energy (zero: lowest compared OMol25 entry of this formula, charge and spin): 101.2 kJ/mol

***

Record 3
This record from the Open Molecules 2025 dataset describes C15H27BrN2O6P2S as an isolated structure in a non-equilibrium geometry. The level of theory is ωB97M-V with the def2-TZVPD basis set.

Each line ends with the natural charge from an NBO analysis.
Positions of all 54 atoms, in Å:
C1 4.3659 0.4959 0.0177  -0.6218
C2 4.2913 0.7840 -1.5348  -0.4273
C3 2.9234 0.4020 -2.2207  -0.0725
O1 1.7474 0.7915 -1.4732  -0.5194
C4 0.8841 -0.2628 -1.2351  0.3348
C5 1.2518 -1.4903 -0.5296  -0.3002
C6 0.2630 -2.6005 -0.2538  0.1884
N1 0.6380 -3.7517 0.4507  -0.5826
S1 -0.8395 -4.5626 0.4958  0.9070
N2 -1.9204 -3.5834 -0.3181  -0.5587
C7 -1.1768 -2.4754 -0.7033  0.0197
C8 -1.5569 -1.2318 -1.4401  -0.0465
Br1 -3.4409 -1.1125 -1.9974  0.0885
C9 -0.5735 -0.1612 -1.6983  -0.3543
P1 -1.1903 1.3698 -2.5931  0.1465
P2 -1.7908 2.7045 -0.9439  2.0401
O2 -3.1224 3.3138 -1.2528  -1.0866
O3 -1.9260 1.7453 0.4318  -0.9810
O4 -0.5889 3.8131 -0.6456  -0.9694
H1 5.4611 0.3705 0.2898  0.2147
H2 3.8586 -0.4460 0.3509  0.2022
H3 4.0166 1.3705 0.6451  0.2207
H4 4.4336 1.8973 -1.6664  0.2112
H5 5.1250 0.2343 -2.0633  0.2167
H6 2.9094 -0.6851 -2.5315  0.1928
H7 2.8831 0.9809 -3.1980  0.1925
H8 2.2903 -1.6589 -0.1623  0.2353
H9 -2.3435 1.0463 -3.3724  0.0725
H10 -2.8007 1.9560 0.8180  0.5163
H11 -0.1669 4.0634 -1.4941  0.5191
C10 -3.0108 -7.9412 0.9759  -0.6298
C11 -2.5931 -7.7645 2.4279  0.0933
C12 -3.5199 -8.5222 3.3657  -0.6294
O5 -2.6086 -6.3770 2.7623  -0.7226
H12 -4.0200 -7.5517 0.8109  0.2000
H13 -2.3439 -7.3838 0.3141  0.2134
H14 -2.9916 -8.9938 0.6846  0.2116
H15 -1.5677 -8.1172 2.5608  0.1762
H16 -4.5463 -8.1523 3.2815  0.1980
H17 -3.2153 -8.3781 4.4047  0.2188
H18 -3.5160 -9.5921 3.1458  0.2104
H19 -3.5113 -6.0537 2.6486  0.4607
C13 2.2074 7.9059 0.8936  -0.6296
C14 1.3064 7.7372 -0.3198  0.0950
C15 -0.1625 7.8103 0.0675  -0.6311
O6 1.5728 6.4793 -0.9388  -0.7275
H20 2.0299 7.1105 1.6239  0.1987
H21 3.2584 7.8405 0.6027  0.2164
H22 2.0389 8.8694 1.3798  0.2104
H23 1.5314 8.5131 -1.0550  0.1754
H24 -0.4202 7.0117 0.7697  0.2030
H25 -0.7978 7.6769 -0.8109  0.2194
H26 -0.4019 8.7710 0.5291  0.2093
H27 1.3769 5.7849 -0.2963  0.4609

- E_HOMO: -8.7 eV
- Electronic energy: -130712.22917 eV

***

Record 4
This record from the Open Molecules 2025 dataset describes a single C10H18S molecule in a non-equilibrium geometry. The level of theory is ωB97M-V with the def2-TZVPD basis set.

Each line ends with the natural charge from an NBO analysis.
Positions of all 29 atoms, in Å:
C1 -3.1581 -1.2010 -0.5591  -0.7215
C2 -2.2572 -0.1067 -0.1430  -0.1381
C3 -2.9395 0.8179 0.8637  -0.7233
S1 -0.4579 -0.5803 0.5662  0.6904
C4 0.3189 0.9612 0.3578  -0.2551
C5 -0.0809 1.8943 -0.6401  -0.6910
C6 1.6349 0.7093 0.9362  -0.3192
C7 2.7454 0.6573 -0.0861  -0.3835
C8 2.5064 -0.6226 -0.9243  -0.4152
C9 2.2086 -1.6040 0.2471  -0.4397
C10 1.4861 -0.7260 1.2693  -0.3097
H1 -3.6602 -0.8516 -1.5019  0.2376
H2 -2.6033 -2.1679 -0.9544  0.2199
H3 -4.0605 -1.2655 0.0741  0.2064
H4 -2.0959 0.9265 1.6050  0.2235
H5 -3.8405 0.5471 1.4781  0.2042
H6 -2.9938 1.7501 0.3657  0.2258
H7 -0.0544 -1.3662 -0.4960  0.0333
H8 0.7609 2.2913 -1.2736  0.2111
H9 -0.5570 2.7601 -0.2942  0.2205
H10 -0.8336 1.4185 -1.4157  0.2423
H11 1.7434 1.4581 1.8152  0.2148
H12 3.6883 0.5899 0.4829  0.2074
H13 2.8425 1.5767 -0.8564  0.2054
H14 1.6600 -0.4156 -1.5042  0.1962
H15 3.3285 -1.0139 -1.6084  0.2210
H16 1.6964 -2.5925 -0.0223  0.2120
H17 3.1214 -1.8141 0.7217  0.2107
H18 1.6695 -1.1149 2.2636  0.2136

- E_HOMO (spin up / spin down): -6.6 / -6.5 eV
- Electronic energy: -21489.59311 eV
- Structure (SMILES): CC(C)=[S@H]1=C(C)[C@@H]2CCC[C@@H]21
- Relative energy (zero: lowest compared OMol25 entry of this formula, charge and spin): 691.2 kJ/mol